DFT (ωB97M-V with the def2-TZVPD basis set) results for C7H16N2O3 in the gas phase.

```
28
Properties=species:S:1:pos:R:3:forces:R:3
N 2.110 -1.616 0.194 0.2 0.1 0.1
C 2.999 -0.441 0.125 0.1 0.0 -0.1
C 2.282 0.790 -0.426 -0.3 0.1 -0.1
C 1.180 1.277 0.504 0.4 -0.2 0.2
O 0.317 2.199 -0.171 0.0 0.0 0.2
C -0.974 2.269 0.216 -0.4 0.6 0.1
O -1.482 3.351 0.395 0.2 -0.6 -0.3
C -1.780 0.987 0.384 -0.2 0.1 0.2
C -1.847 -0.013 -0.804 0.0 -0.1 -0.1
O -0.804 0.131 -1.758 0.0 -0.1 0.0
C -1.793 -1.471 -0.353 -0.1 0.0 -0.1
N -2.837 -1.756 0.638 0.2 0.0 0.1
H 2.480 -2.371 -0.369 -0.1 0.0 0.0
H 2.051 -1.966 1.141 0.0 0.0 0.0
H 3.849 -0.652 -0.535 -0.1 0.0 0.1
H 3.426 -0.228 1.112 -0.1 0.0 -0.1
H 3.007 1.598 -0.585 -0.1 -0.1 -0.1
H 1.815 0.538 -1.385 0.1 0.0 0.1
H 0.628 0.426 0.914 0.0 0.1 -0.3
H 1.621 1.827 1.348 -0.1 -0.1 0.0
H -1.436 0.505 1.309 0.1 -0.1 -0.2
H -2.794 1.343 0.587 0.2 -0.1 0.1
H -2.815 0.134 -1.301 0.1 0.1 0.1
H -0.979 0.901 -2.308 0.0 0.0 0.1
H -0.768 -1.705 -0.033 -0.1 0.1 0.0
H -2.000 -2.084 -1.238 0.1 0.1 0.1
H -2.669 -1.240 1.497 0.0 0.0 -0.1
H -2.789 -2.734 0.903 -0.1 0.0 -0.1
```
Positions in Å, forces in eV/Å.

The value obtained for the energy above the lowest of the compared OMol25 structures with the same formula, charge and spin is 0.0 kJ/mol. Its structure (SMILES) is NCCCOC(=O)C[C@@H](O)CN. Its LUMO energy is 0.751 eV. The HOMO-LUMO gap is 10.21 eV.